ORCA calculation (the ωB97M-V functional and the def2-TZVPD basis) on a cluster of 10 separate species, H20O10 in total.

```
30
Properties=species:S:1:pos:R:3
O 2.75595 -1.69661 0.20898
H 2.30793 -1.12637 -0.43529
H 3.66198 -1.74287 -0.11349
O -0.58932 1.05835 3.14420
H -1.32871 1.68339 3.17700
H -0.82575 0.34930 3.75343
O 0.04587 1.59738 -2.48319
H -0.05722 0.68108 -2.17847
H 0.73379 1.55281 -3.15607
O 0.24075 -0.05681 0.39161
H 0.28280 0.28694 1.29688
H -0.69344 -0.00265 0.15435
O -0.66377 -1.49527 -2.31295
H 0.08318 -2.08455 -2.14100
H -1.34761 -2.06610 -2.68402
O 0.14861 -3.17821 0.41609
H 0.84328 -3.52867 -0.15223
H 0.48414 -2.29774 0.65473
O -2.58505 -1.11370 -0.06050
H -3.29246 -1.52945 -0.56342
H -1.76639 -1.47280 -0.44471
O 2.80273 0.81531 -1.34918
H 3.10935 0.97662 -2.24821
H 1.94906 1.27991 -1.28380
O -3.26009 1.55343 1.16932
H -3.42374 1.92761 0.29687
H -2.67340 0.80581 0.99749
O 1.13837 2.91691 1.60939
H 0.71932 2.22561 2.14533
H 1.19981 3.68136 2.19088
```

- SMILES: O.O.O.O.O.O.O.O.O.O
- E_LUMO: 0.00429 Eh
- Energy: -764.39452 a.u.
- Strongest force on any atom: 0.0099 Eh/bohr
- Frontier orbital gap: 11.1 eV
- Highest occupied orbital energy: -11.0 eV

***

ORCA calculation (the ωB97M-V functional and the def2-TZVPD basis) on a cluster of 10 separate species, H20O10 in total.

```
30
Properties=species:S:1:pos:R:3
O 0.36702 -0.50951 0.33889
H 0.89482 0.03535 0.96959
H -0.36192 -0.65815 0.86749
O -2.31502 -1.07700 2.01734
H -3.02316 -1.52951 2.29569
H -2.60537 -0.31228 1.47839
O 1.46227 0.76142 2.78605
H 1.81414 0.89261 3.66038
H 1.46860 1.62447 2.34430
O 2.39966 -2.17156 -0.10867
H 2.84571 -3.00400 0.00407
H 3.09165 -1.41573 -0.28647
O -3.25919 0.74153 -1.23282
H -3.14933 1.44033 -0.54314
H -2.46279 0.90498 -1.75756
O 0.88631 1.24944 -0.81711
H 0.70840 0.42088 -1.29918
H 0.00178 1.31364 -0.35557
O 1.58315 4.05403 2.39309
H 2.05138 3.78276 3.21773
H 0.81573 4.51914 2.54508
O -3.28803 -2.42794 -2.56553
H -3.43701 -3.20494 -1.97367
H -3.33265 -1.84460 -1.82154
O -0.46339 -2.73305 -2.96152
H -0.44031 -2.03468 -2.23980
H -1.31139 -3.12752 -2.78246
O 3.41647 1.33454 -1.46230
H 2.80160 1.78328 -2.05896
H 2.84088 1.19206 -0.65180
```

- SMILES: O.O.O.O.O.O.O.O.O.O
- E_LUMO: -0.01038 Eh
- Energy: -764.29195 a.u.
- Strongest force on any atom: 0.1143 Eh/bohr
- Frontier orbital gap: 9.8 eV
- Highest occupied orbital energy: -10.1 eV

***

ORCA calculation (the ωB97M-V functional and the def2-TZVPD basis) on a cluster of 10 separate species, H20O10 in total.

```
30
Properties=species:S:1:pos:R:3
O -0.23545 -0.24141 -0.11464
H -0.75531 0.53449 -0.32431
H 0.40229 -0.30237 -0.82583
O 1.11479 -3.19889 0.71503
H 0.93597 -4.02523 0.26623
H 0.69113 -2.53424 0.17191
O -1.81880 2.10178 -0.73547
H -1.19050 2.60730 -0.21980
H -1.62846 2.33713 -1.64355
O 2.86122 -0.14005 -2.47666
H 3.06785 -0.92503 -2.98395
H 3.65170 0.39684 -2.53263
O 0.89252 1.37858 -2.99789
H 0.38909 1.22809 -3.79799
H 1.61184 0.74883 -3.04492
O -4.06994 0.98588 0.45376
H -3.53261 1.72346 0.16482
H -3.67945 0.22297 0.02748
O 0.14623 -1.56253 2.90026
H 1.08306 -1.74928 2.83933
H -0.07122 -1.15053 2.06408
O -2.88409 -1.42163 0.95882
H -2.99996 -0.73685 1.61752
H -1.93979 -1.44902 0.80467
O 2.42865 -0.66640 1.52120
H 1.97808 -1.21418 0.87843
H 3.35858 -0.83848 1.37338
O -0.05284 2.80915 1.32002
H -0.48742 2.09357 1.78405
H 0.73286 2.98802 1.83665
```

- SMILES: O.O.O.O.O.O.O.O.O.O
- E_LUMO: -0.01076 Eh
- Energy: -764.38354 a.u.
- Strongest force on any atom: 0.0236 Eh/bohr
- Frontier orbital gap: 10.0 eV
- Highest occupied orbital energy: -10.3 eV

***

ORCA calculation (the ωB97M-V functional and the def2-TZVPD basis) on a cluster of 10 separate species, H20O10 in total.

```
30
Properties=species:S:1:pos:R:3
O 0.26871 -2.55601 -3.53145
H 1.08474 -2.53389 -4.03128
H 0.54628 -2.68383 -2.62433
O 1.36868 -2.92997 -0.97745
H 2.16620 -2.42647 -1.14078
H 1.23420 -2.86645 -0.03187
O -2.03339 1.03156 -2.77933
H -1.88208 1.95876 -2.59591
H -1.73550 0.57909 -1.99017
O -1.23870 2.64776 1.56455
H -1.67164 3.47017 1.33554
H -1.27819 2.61380 2.52033
O -1.42722 -3.60337 0.46448
H -0.71300 -3.00976 0.69634
H -1.09802 -4.47387 0.68829
O -0.01259 0.39372 3.24873
H 0.40208 0.97578 3.88550
H -0.93719 0.38688 3.49632
O 0.21533 2.94005 -1.73401
H 1.14128 3.14319 -1.86663
H 0.21704 2.09514 -1.28418
O -0.10425 0.07854 -0.64416
H 0.25607 -0.80597 -0.70773
H 0.02145 0.32358 0.27257
O 0.55671 -1.69069 1.40424
H 1.05744 -2.35273 1.88090
H 0.15072 -1.15828 2.08830
O 1.47772 3.27659 0.82665
H 0.59718 3.02007 1.10064
H 1.36995 4.15662 0.46587
```

- SMILES: O.O.O.O.O.O.O.O.O.O
- E_LUMO: -0.01804 Eh
- Energy: -764.37451 a.u.
- Strongest force on any atom: 0.0169 Eh/bohr
- Frontier orbital gap: 9.5 eV
- Highest occupied orbital energy: -10.0 eV

***

ORCA calculation (the ωB97M-V functional and the def2-TZVPD basis) on a cluster of 10 separate species, H20O10 in total.

```
30
Properties=species:S:1:pos:R:3
O -0.60931 1.01057 -0.65969
H 0.34102 0.91074 -0.78584
H -0.90249 0.13491 -0.38355
O -2.25313 0.22491 2.46443
H -2.23412 -0.40195 3.19633
H -1.97488 1.05780 2.86175
O 1.06980 0.62886 1.61663
H 0.97353 -0.05887 0.94823
H 0.38920 0.42102 2.26668
O 0.05162 -1.89404 -1.72780
H 0.83369 -2.29935 -2.11906
H 0.18364 -0.94919 -1.86499
O 4.64211 0.46311 0.04158
H 4.86173 0.67019 -0.87378
H 5.43991 0.69184 0.53167
O -4.14023 -2.53499 -1.59528
H -3.48463 -3.19235 -1.33632
H -3.87871 -1.74120 -1.11516
O 3.12415 -3.22629 -0.38234
H 3.27641 -2.27847 -0.29603
H 2.76536 -3.48510 0.47398
O -1.45052 -2.10493 1.06125
H -0.67214 -1.53711 1.08766
H -1.08857 -2.99692 1.01305
O -0.30060 3.97031 -2.51399
H -0.97789 4.58451 -2.20899
H -0.79749 3.27805 -2.96440
O -0.83076 3.72909 0.82170
H -1.78672 3.61017 0.79037
H -0.56998 3.31469 1.65191
```

- SMILES: O.O.O.O.O.O.O.O.O.O
- E_LUMO: -0.00502 Eh
- Energy: -764.34041 a.u.
- Strongest force on any atom: 0.0124 Eh/bohr
- Frontier orbital gap: 10.8 eV
- Highest occupied orbital energy: -10.9 eV

***

ORCA calculation (the ωB97M-V functional and the def2-TZVPD basis) on a cluster of 10 separate species, H20O10 in total.

```
30
Properties=species:S:1:pos:R:3
O -0.44665 0.21577 -0.81018
H 0.45426 0.38816 -1.10620
H -0.75214 -0.49212 -1.38860
O 3.06371 0.36555 -1.47987
H 4.00334 0.38548 -1.26613
H 3.03088 -0.03556 -2.35566
O -5.58459 0.84178 -0.34980
H -4.70073 0.65192 -0.01552
H -6.04957 1.20746 0.41117
O 2.56661 -0.40252 0.40901
H 1.99677 -0.84060 -0.23314
H 1.95269 0.06231 0.98868
O 0.31340 3.84727 -1.04213
H 1.08854 4.32695 -1.35525
H -0.42196 4.44100 -1.23114
O -1.52432 -2.10492 -1.93007
H -2.17278 -2.69735 -1.53319
H -1.98752 -1.72077 -2.68297
O -0.21127 -2.80292 0.83489
H 0.32811 -3.03030 1.60063
H -0.71621 -2.03437 1.12361
O 2.32460 2.51492 2.18154
H 1.75795 1.74148 2.27997
H 1.72252 3.21222 1.89826
O 3.44856 -2.35560 0.17433
H 2.64932 -2.54643 0.67811
H 4.10757 -2.15309 0.84789
O -3.59318 -0.68065 1.77780
H -2.64739 -0.49782 1.81016
H -4.00053 0.19276 1.76381
```

- SMILES: O.O.O.O.O.O.O.O.O.O
- E_LUMO: 0.00370 Eh
- Energy: -764.28711 a.u.
- Strongest force on any atom: 0.0843 Eh/bohr
- Frontier orbital gap: 9.1 eV
- Highest occupied orbital energy: -9.0 eV

***

Question: The highest E_LUMO belongs to which entry?
Answer: number 1

***

Question: The highest strongest force on any atom belongs to which entry?
Answer: number 2

***

Question: Which value of energy does entry 6 give?
Answer: -764.28711 a.u.